No. 1
Below is 9 unconnected molecules or ions with the total composition C48H53ClN2O14 at a distorted geometry, with properties calculated with the ωB97M-V functional and the def2-TZVPD basis.

lowest unoccupied orbital energy = -0.340 eV
2S+1 = 1
frontier orbital gap = 7.50 eV
HOMO energy = -7.845 eV
energy = -94787.020 eV

CARTESIAN COORDINATES (ANGSTROEM)
1 C 0.8402 -0.3339 -2.2720
2 C 0.8362 0.3791 -0.8480
3 N 0.1052 -0.2919 0.1580
4 C 0.6282 -1.4189 0.7960
5 C -0.4308 -1.9809 1.6310
6 N -1.4868 -1.2239 1.4350
7 C -1.1508 -0.2409 0.5260
8 C -2.7438 -1.3869 2.2430
9 H 1.5072 0.0831 -3.0740
10 H -0.2328 -0.3869 -2.5780
11 H 1.1042 -1.3519 -2.0760
12 H 0.1792 1.3491 -1.1510
13 H 1.8182 0.7041 -0.6540
14 H 1.7052 -1.7149 0.4810
15 H -0.4818 -2.6899 2.4350
16 H -1.9818 0.5051 0.4140
17 H -3.3778 -1.3399 1.4600
18 H -2.8178 -0.4939 2.7640
19 H -2.8368 -2.2359 2.7800
20 Cl 3.5402 -3.3279 -0.3160
21 C 6.8502 1.8821 -2.5810
22 C 6.7042 1.0511 -1.3690
23 C 5.6382 0.1451 -1.2980
24 C 4.8832 -0.1189 -2.4070
25 C 5.0372 0.6471 -3.6330
26 C 6.0102 1.5501 -3.6850
27 O 6.3282 2.3251 -4.8010
28 O 5.5112 -0.7559 -0.1990
29 H 7.7982 2.5801 -2.6540
30 H 7.2392 1.3641 -0.4810
31 H 4.1762 -0.8389 -2.2650
32 H 4.4602 0.5311 -4.4800
33 H 5.6142 2.8511 -5.0840
34 H 5.1392 -1.5589 -0.2490
35 C 3.1582 0.2581 4.4280
36 C 4.0352 1.3971 4.1680
37 C 3.4082 2.5551 3.4550
38 C 1.9922 2.5201 3.1840
39 C 1.2742 1.3141 3.5370
40 C 1.8312 0.1891 4.0360
41 O 1.1032 -0.9769 4.2230
42 O 4.2422 3.6611 3.1350
43 H 3.5862 -0.6099 5.0320
44 H 5.0472 1.6131 4.3720
45 H 1.5572 3.3401 2.7890
46 H 0.1582 1.2411 3.3280
47 H 1.4142 -1.9069 4.4190
48 H 5.1622 3.2741 3.0190
49 C -3.6498 -4.4439 4.3310
50 C -3.7748 -3.2559 5.3480
51 C -4.7918 -2.3389 4.9490
52 C -5.6288 -2.5509 3.8680
53 C -5.5208 -3.6759 2.9860
54 C -4.4618 -4.5679 3.1940
55 O -4.3648 -5.5749 2.3590
56 O -4.9018 -1.1979 5.7840
57 H -3.1608 -5.2029 4.5790
58 H -3.1118 -3.1229 6.3250
59 H -6.3978 -1.7839 3.7180
60 H -6.1488 -3.7989 2.2480
61 H -4.5008 -5.3729 1.5060
62 H -5.6628 -0.7449 5.5860
63 C -0.9688 -3.9069 -5.2460
64 C 0.4152 -3.3809 -4.9430
65 C 1.1232 -3.8099 -3.9490
66 C 0.5772 -4.6909 -3.0130
67 C -0.6758 -5.2479 -3.2210
68 C -1.4848 -4.8859 -4.4040
69 O -2.7928 -5.3469 -4.5280
70 O 2.3962 -3.3269 -3.7060
71 H -1.3318 -3.6849 -6.1520
72 H 0.8922 -2.7919 -5.6040
73 H 1.2082 -5.0199 -2.0670
74 H -0.9748 -5.8179 -2.5000
75 H -3.2458 -5.4159 -5.5200
76 H 2.8102 -3.4469 -2.8310
77 C -5.1588 -0.8239 -0.8330
78 C -4.8928 -2.2739 -0.6770
79 C -3.7378 -2.8079 -1.3780
80 C -2.8058 -1.9379 -1.8820
81 C -3.1168 -0.6529 -2.2380
82 C -4.2048 -0.0929 -1.6590
83 O -4.6088 1.2491 -1.8050
84 O -3.5568 -4.1159 -1.1440
85 H -5.9428 -0.4419 -0.3200
86 H -5.2938 -2.8519 0.0740
87 H -1.8678 -2.4729 -2.4290
88 H -2.4958 -0.1339 -2.8250
89 H -3.9558 1.7301 -2.3220
90 H -2.5418 -4.2909 -1.3460
91 C 2.2902 5.0671 -0.6980
92 C 1.2872 4.2101 -1.3640
93 C 1.6522 3.6221 -2.5680
94 C 2.9252 3.7461 -2.9510
95 C 3.9202 4.5581 -2.4430
96 C 3.5192 5.2931 -1.2050
97 O 4.4352 6.0781 -0.4880
98 O 0.8032 2.7361 -3.0660
99 H 1.9422 5.7101 0.0560
100 H 0.4182 4.2141 -0.7450
101 H 3.2122 3.1461 -3.7260
102 H 4.7662 4.4221 -2.7660
103 H 4.0602 6.4221 0.5070
104 H -0.0068 3.0711 -3.0310
105 C -2.5658 3.7341 0.4350
106 C -1.5638 4.8221 0.7470
107 C -0.9458 4.7971 2.0560
108 C -1.4268 3.7891 2.9900
109 C -2.4138 2.9501 2.7510
110 C -2.9298 2.7421 1.4200
111 O -3.7548 1.6831 1.2130
112 O 0.1332 5.5261 2.4520
113 H -2.7988 3.9381 -0.4460
114 H -1.1178 5.6141 0.1620
115 H -0.7068 3.8741 4.0150
116 H -2.5928 2.1891 3.4060
117 H -4.2768 1.6141 0.4690
118 H -0.0338 6.6281 2.4090

These are the Mulliken partial charges, in e, on atoms 1 to 8: atom 1 (C): -0.4033, atom 2 (C): -0.5971, atom 3 (N): 1.0450, atom 4 (C): -0.2369, atom 5 (C): -0.6708, atom 6 (N): 0.9166, atom 7 (C): -0.4746, atom 8 (C): -0.9670

No. 2
Below is 2 unconnected molecules or ions with the total composition C19H27BrClN8O5S2 at a distorted geometry, with properties calculated with the ωB97M-V functional and the def2-TZVPD basis.

lowest unoccupied orbital energy = -3.294 eV
2S+1 = 1
frontier orbital gap = 7.31 eV
HOMO energy = -10.606 eV
total charge = +1
energy = -146529.249 eV

CARTESIAN COORDINATES (ANGSTROEM)
1 O 1.0916 0.2753 -3.9679
2 O -1.4972 0.3233 -1.7575
3 O -1.4560 -2.9407 1.9160
4 O 1.2435 -1.0121 -6.6005
5 O 0.4277 -3.2561 -6.2036
6 Cl -3.3693 2.1295 -5.9695
7 Br 4.1815 3.6021 0.1503
8 N 2.2587 -1.0158 -2.4911
9 S 2.4027 1.7576 -1.8047
10 C 1.4249 -0.8195 -3.5631
11 C -1.6356 0.1707 -0.5583
12 C -1.5986 -1.7521 2.1444
13 C 2.6547 0.0088 -1.7976
14 C 3.6130 1.9117 -0.5333
15 C 4.1356 0.7006 -0.1477
16 C 2.2433 1.1911 5.5851
17 C -3.6110 -1.7865 -5.0332
18 C -3.9419 -0.4502 -5.2835
19 C -2.2853 -2.2123 -5.1557
20 C -1.6218 0.0401 -5.7599
21 C -2.9495 0.4658 -5.6477
22 C -1.2845 -1.3004 -5.5221
23 N 1.6439 2.2488 6.0562
24 N 3.5168 -0.3684 -0.7985
25 N -2.6097 -1.3908 2.9453
26 N 2.3684 0.9655 4.2878
27 N -0.6695 -0.4375 0.1350
28 N 1.0768 -1.9644 -4.1721
29 N 2.7277 0.3413 6.4473
30 C -2.8861 0.6949 0.1094
31 C -2.9785 -0.1017 3.5351
32 C 1.8850 1.8036 3.1657
33 C 1.2731 0.9435 2.0513
34 C -0.1009 0.3867 2.4570
35 C -0.5359 -0.7917 1.5688
36 S 0.4340 -1.8677 -5.7189
37 H 4.9477 0.6078 0.5734
38 H -4.3845 -2.4956 -4.7539
39 H -4.9711 -0.1156 -5.1997
40 H -2.0362 -3.2568 -4.9776
41 H -0.8512 0.7584 -6.0350
42 H 1.5729 2.4036 7.0453
43 H 1.2930 2.9359 5.4132
44 H 3.9388 -1.2882 -0.8997
45 H -3.1906 -2.1776 3.1985
46 H 2.8555 0.1240 4.0285
47 H 0.0559 -0.7808 -0.4806
48 H 1.7536 -2.6984 -4.0755
49 H 2.6432 0.5174 7.4324
50 H 3.2008 -0.4896 6.1372
51 H -3.4057 -0.1187 0.6064
52 H -2.6225 1.4897 0.7994
53 H -3.5408 1.1024 -0.6609
54 H -3.9558 -0.1951 4.0147
55 H -2.2526 0.1937 4.2937
56 H -3.0525 0.6736 2.7763
57 H 1.1400 2.5291 3.4963
58 H 2.7309 2.3551 2.7492
59 H 1.1534 1.5510 1.1535
60 H 1.9558 0.1229 1.8264
61 H -0.0437 0.0253 3.4847
62 H -0.8334 1.1920 2.4070
63 H 0.3275 -1.4589 1.5782

These are the Mulliken partial charges, in e, on atoms 1 to 8: atom 1 (O): -0.5909, atom 2 (O): -0.5839, atom 3 (O): -0.6668, atom 4 (O): -0.6431, atom 5 (O): -0.7517, atom 6 (Cl): -0.2233, atom 7 (Br): -0.0795, atom 8 (N): -0.6255

No. 3
Below is 2 unconnected molecules or ions with the total composition C3H11N2PS2 at a distorted geometry, with properties calculated with the ωB97M-V functional and the def2-TZVPD basis.

lowest unoccupied orbital energy = 0.700 eV
2S+1 = 1
frontier orbital gap = 8.82 eV
SMILES = [H]/N=C\CC.NP(S)S
HOMO energy = -8.118 eV
energy relative to the best compared isomer or geometry (same formula, charge and spin) = 51.5 kJ/mol
energy = -37228.378 eV

CARTESIAN COORDINATES (ANGSTROEM)
1 C -2.3466 1.2535 0.3083
2 C -1.2019 1.6660 1.2196
3 C -0.1255 0.6413 1.5348
4 N 0.9436 -3.1198 -1.5370
5 N 1.0900 0.7185 1.3092
6 P 1.2002 -1.6712 -0.7979
7 S 3.3344 -1.3236 -0.8988
8 S 0.3674 -0.4573 -2.3726
9 H -2.9873 0.4440 0.7965
10 H -2.9626 2.1821 0.0904
11 H -2.0135 0.8398 -0.6396
12 H -1.7191 1.9886 2.2028
13 H -0.7952 2.5917 0.6315
14 H 3.3377 -0.7021 0.3297
15 H -0.5486 -0.2082 2.0474
16 H 0.3296 -3.8023 -1.1453
17 H 1.8266 -3.4775 -1.8542
18 H 1.4750 1.5216 0.7840
19 H 0.7957 0.9148 -2.0089

These are the Mulliken partial charges, in e, on atoms 1 to 8: atom 1 (C): -0.9839, atom 2 (C): -0.1682, atom 3 (C): -0.1493, atom 4 (N): -0.4876, atom 5 (N): -0.5053, atom 6 (P): 0.3178, atom 7 (S): -0.3439, atom 8 (S): -0.3252

No. 4
Below is a molecular structure, C22H45N6O2SSi2TeV, with properties calculated with the ωB97M-V functional and the def2-TZVPD basis.

lowest unoccupied orbital energy (alpha / beta) = 0.415 / 0.413 eV
2S+1 = 3
frontier orbital gap (alpha / beta) = 6.28 / 6.73 eV
HOMO energy (alpha / beta) = -5.862 / -6.313 eV
energy relative to the best compared isomer or geometry (same formula, charge and spin) = 0.0 kJ/mol
energy = -96154.468 eV

CARTESIAN COORDINATES (ANGSTROEM)
1 V -0.5662 0.4830 0.5444
2 C 3.2335 1.9826 3.5092
3 Si 1.5939 2.0279 2.5685
4 C 0.2704 2.2575 3.8721
5 C 1.7302 3.5203 1.4420
6 C 1.3572 0.4613 1.5297
7 C 1.9743 0.6718 0.1946
8 C 3.3050 0.4834 -0.1916
9 C 3.6779 0.8158 -1.4786
10 C 2.7307 1.3129 -2.3717
11 C 1.4225 1.4242 -1.9410
12 N 1.0613 1.0993 -0.7045
13 Si 1.8729 -1.1243 2.3822
14 C 3.7009 -1.3685 2.8169
15 C 1.5727 -2.5701 1.2054
16 C 1.0168 -1.2523 4.0529
17 H 3.4496 2.9763 3.9108
18 H 4.0685 1.6929 2.8675
19 H 3.1981 1.2888 4.3529
20 H 0.4559 3.1955 4.4034
21 H 0.2919 1.4497 4.6068
22 H -0.7248 2.3073 3.4289
23 H 1.8193 4.4257 2.0482
24 H 0.8647 3.6291 0.7885
25 H 2.6300 3.4482 0.8227
26 H 4.0262 0.1233 0.5262
27 H 4.7092 0.7071 -1.7918
28 H 3.0090 1.6095 -3.3729
29 H 0.6335 1.8020 -2.5827
30 H 4.3752 -1.3458 1.9591
31 H 3.7912 -2.3681 3.2552
32 H 4.0652 -0.6526 3.5520
33 H 2.3666 -2.5836 0.4525
34 H 0.6122 -2.5164 0.6956
35 H 1.6151 -3.5253 1.7370
36 H 1.6168 -0.7327 4.8052
37 H 0.9352 -2.2970 4.3660
38 H 0.0197 -0.8170 4.0521
39 Te -1.8661 2.6410 0.3184
40 C -2.6411 -5.0959 3.0026
41 C -1.7911 -3.9266 3.4965
42 C -2.1854 -2.6215 2.8886
43 N -1.3971 -1.8827 2.2040
44 N -1.9674 -0.7153 1.7538
45 C -3.2333 -0.6007 2.0984
46 N -4.0402 0.3951 1.7269
47 S -3.7906 -1.9490 3.0417
48 H -2.3006 -6.0289 3.4499
49 H -2.5738 -5.1915 1.9183
50 H -3.6923 -4.9645 3.2642
51 H -0.7411 -4.0774 3.2445
52 H -1.8558 -3.8474 4.5848
53 H -3.5762 1.2200 1.2968
54 H -4.8897 0.5447 2.2431
55 C -2.4266 2.3756 -5.8125
56 N -2.2182 1.8879 -4.4599
57 C -3.2323 2.3033 -3.5003
58 C -1.5400 0.7414 -4.1889
59 O -1.9010 -0.0172 -3.2772
60 N -0.4413 0.4462 -4.9540
61 C 0.1700 -0.8593 -4.7645
62 C 0.4464 1.4714 -5.4801
63 H -3.4833 2.2730 -6.0756
64 H -1.8495 1.8022 -6.5301
65 H -2.1562 3.4303 -5.8976
66 H -3.3943 3.3744 -3.6191
67 H -2.8920 2.1171 -2.4847
68 H -4.1771 1.7769 -3.6681
69 H -0.6009 -1.6092 -4.6117
70 H 0.8472 -0.8705 -3.9046
71 H 0.7391 -1.1095 -5.6599
72 H 0.1056 2.4614 -5.1889
73 H 0.5145 1.4247 -6.5697
74 H 1.4491 1.3266 -5.0728
75 C -1.6336 -2.1204 -1.0547
76 O -0.9824 -0.8467 -0.9976
77 H -2.3131 -2.1295 -1.9051
78 H -2.1956 -2.2918 -0.1411
79 H -0.8875 -2.9076 -1.1708
80 H -1.1880 -0.3918 -1.8572

These are the Mulliken partial charges, in e, on atoms 1 to 8: atom 1 (V): -0.0480, atom 2 (C): -1.2059, atom 3 (Si): 0.0422, atom 4 (C): -0.9918, atom 5 (C): -0.9066, atom 6 (C): 2.6105, atom 7 (C): -1.1076, atom 8 (C): -0.7446